Density functional theory data (ωB97M-V/def2-TZVPD) for 2 unconnected molecules or ions with the total composition C3H5FO2P at a distorted geometry.

```
12
Properties=species:S:1:pos:R:3:nbo_charge:R:1
C -2.32527 0.24792 -0.95908 -0.4788
C 2.20702 0.05653 0.93369 -0.8591
C -1.49743 -0.32557 -0.08780 0.0276
O 0.43694 -1.18969 -1.67833 -1.1458
O 0.19839 -2.30843 0.55992 -1.0051
F -1.88891 0.04979 1.24726 -0.4176
P 0.27221 -0.88879 -0.28275 1.7933
H -2.05149 0.05068 -2.05470 0.2170
H -3.13226 0.78056 -0.75003 0.1862
H 2.06582 1.23878 0.55299 0.1067
H 1.79236 0.20267 2.00090 0.1015
H -0.26656 -2.09818 1.37620 0.4741
```

Computed properties:
Strongest force on any atom, eV/Å: 6.84
Net charge: -1
Energy relative to the best compared isomer or geometry (same formula, charge and spin), eV: 5.674
Frontier orbital gap, eV: 7.42
HOMO, hartree: -0.12776



Density functional theory data (ωB97M-V/def2-TZVPD) for C8H14 in the gas phase at a distorted geometry.

```
22
Properties=species:S:1:pos:R:3:nbo_charge:R:1
C -1.94767 -0.04125 -0.14091 -0.4297
C -0.99433 1.23940 -0.42190 -0.4603
C 0.46098 1.30883 0.35329 -0.1759
C 1.67311 0.58791 -0.56153 -0.4291
C 1.69645 -1.12166 -0.17153 -0.3177
C 0.30967 -0.95584 0.38439 -0.3152
C -1.15358 -1.38098 0.09051 -0.3742
C 0.48377 0.22000 1.20988 -0.4604
H -2.61225 0.25179 0.77493 0.2008
H -2.61510 -0.41744 -0.82095 0.2222
H -1.69747 2.17295 -0.32953 0.2248
H -0.53423 1.37979 -1.48134 0.2165
H 0.51755 2.29353 0.99209 0.2309
H 1.53097 0.17029 -1.72631 0.2160
H 2.66014 1.00504 -0.25278 0.2095
H 1.63944 -1.50535 -1.31868 0.1983
H 2.28871 -1.35204 0.49773 0.1641
H 0.05065 -0.53914 -0.63176 0.2881
H -1.80015 -1.95076 0.88663 0.1889
H -1.10051 -2.03989 -0.87943 0.1984
H 1.41259 0.14314 1.64487 0.1980
H -0.26874 0.53167 1.90232 0.2060
```

Computed properties:
Strongest force on any atom, eV/Å: 11.61
Energy relative to the best compared isomer or geometry (same formula, charge and spin), eV: 8.553
Structure (SMILES): C1C[C@@H]2CC[C@H](C1)C2
Frontier orbital gap, eV: 9.72
HOMO, hartree: -0.31954



Density functional theory data (ωB97M-V/def2-TZVPD) for 2 unconnected molecules or ions with the total composition CH3N2O2 at a distorted geometry.

```
8
Properties=species:S:1:pos:R:3:nbo_charge:R:1
C 0.61142 -0.00618 -0.67772 0.5595
N -0.06199 0.64131 -1.65418 -0.7866
N -0.37325 -0.91382 3.45588 0.7842
O 0.39799 -0.18611 0.51662 -0.6852
O -1.43195 -0.90085 3.22581 0.1874
H 1.64873 -0.54144 -1.00500 0.1231
H 0.07965 0.84177 -2.58569 0.4283
H -0.87061 1.06532 -1.27573 0.3892
```

Computed properties:
Strongest force on any atom, eV/Å: 5.30
Net charge: +1
Energy relative to the best compared isomer or geometry (same formula, charge and spin), eV: 1.559
Frontier orbital gap (alpha / beta), eV: 4.35 / 4.29
HOMO (alpha / beta), hartree: -0.50404 / -0.50283



Density functional theory data (ωB97M-V/def2-TZVPD) for C19H25N3O4 in the gas phase at a distorted geometry.

```
51
Properties=species:S:1:pos:R:3:nbo_charge:R:1
C 1.55139 1.74059 -5.10981 -0.6246
C 1.36356 1.52111 -3.63849 -0.0857
C 1.02822 2.59453 -2.80993 -0.1242
C 0.86083 2.44429 -1.45488 -0.3150
C 1.04430 1.19547 -0.84531 0.2072
N 0.97334 1.00733 0.49273 -0.5924
C 0.43169 1.94704 1.42959 -0.2297
C -1.11149 1.98187 1.41316 0.0675
O -1.53557 3.24168 1.87864 -0.7423
C -1.69140 0.84536 2.28395 0.0595
O -1.25159 -0.41093 1.84092 -0.7135
C -3.24259 0.89820 2.37609 0.0421
O -3.75609 1.67376 1.30820 -0.7369
C -3.72581 1.45094 3.72973 -0.0829
O -3.54515 2.83357 3.85531 -0.7288
C 1.34095 0.07421 -1.68655 0.0614
N 1.40616 -1.21392 -1.26581 -0.1740
N 1.28468 -1.48762 -0.01941 -0.2735
C 1.35460 -2.81410 0.34852 0.0840
C 0.76729 -3.16186 1.56991 -0.1608
C 0.85807 -4.45856 2.03120 -0.2271
C 1.54659 -5.41643 1.30080 -0.2107
C 2.14093 -5.07346 0.09556 -0.2072
C 2.04554 -3.78462 -0.38538 -0.2168
C 1.50688 0.26163 -3.08165 0.0586
C 1.84510 -0.91212 -3.94645 -0.6541
H 2.54245 1.41546 -5.42433 0.2140
H 1.43789 2.79290 -5.35767 0.2134
H 0.81955 1.17109 -5.68282 0.2129
H 0.89772 3.57391 -3.24885 0.2066
H 0.60156 3.30301 -0.85641 0.2160
H 1.00921 0.01241 0.76044 0.4443
H 0.78581 2.95831 1.21619 0.2129
H 0.78157 1.66956 2.42605 0.2072
H -1.44625 1.82892 0.37607 0.1787
H -2.45630 3.35126 1.59873 0.4996
H -1.27998 0.94003 3.29590 0.1766
H -1.49655 -0.52732 0.91465 0.4744
H -3.60212 -0.14056 2.29082 0.1813
H -4.66610 1.91270 1.51789 0.4828
H -3.22145 0.90085 4.53739 0.1679
H -4.80398 1.28485 3.82699 0.1749
H -2.62999 3.06079 3.62474 0.4844
H 0.22582 -2.40606 2.11907 0.2270
H 0.39466 -4.72812 2.96933 0.2124
H 1.62361 -6.42777 1.67231 0.2119
H 2.68184 -5.81920 -0.46973 0.2129
H 2.51225 -3.49590 -1.31536 0.2251
H 2.84102 -0.79136 -4.37215 0.2193
H 1.13887 -0.99427 -4.77121 0.2170
H 1.81847 -1.82347 -3.35872 0.2466
```

Computed properties:
Strongest force on any atom, eV/Å: 2.59
Energy relative to the best compared isomer or geometry (same formula, charge and spin), eV: 3.844
Structure (SMILES): Cc1ccc(NC[C@H](O)[C@H](O)[C@H](O)CO)c(/N=N/c2ccccc2)c1C
Frontier orbital gap, eV: 7.07
HOMO, hartree: -0.27329



Density functional theory data (ωB97M-V/def2-TZVPD) for a molecular structure, C40H44BN14O3PbS2.

```
105
Properties=species:S:1:pos:R:3:lowdin_charge:R:1
Pb 0.10731 -0.39666 0.04324 1.3851
C -0.12214 1.93076 3.29031 -0.0227
C -1.24432 0.97867 3.05278 -0.3671
C -2.34276 0.77085 3.89084 0.0185
C -3.11829 -0.18520 3.26079 -0.2623
C -4.40744 -0.78283 3.71315 -0.0058
N -2.49565 -0.51771 2.11303 0.0194
N -1.34261 0.18812 1.98088 -0.0300
B -3.01902 -1.48748 1.03078 -0.5411
N -3.15876 -0.69846 -0.29435 0.0389
N -2.13876 -0.03642 -0.89951 -0.0213
C -2.67026 0.65889 -1.91065 -0.3419
C -1.91281 1.58569 -2.80231 -0.0220
C -4.04919 0.44121 -1.95344 0.0239
C -4.32273 -0.42630 -0.91429 -0.2563
C -5.64939 -0.97137 -0.50351 -0.0113
N -2.09138 -2.69687 0.84488 0.0230
N -0.92444 -2.60929 0.15591 -0.0362
C -0.54495 -3.84878 -0.14414 -0.3266
C 0.63090 -4.16792 -1.00047 -0.0188
C -1.46134 -4.75936 0.39662 0.0272
C -2.42794 -3.99254 1.01581 -0.2623
C -3.63157 -4.45093 1.76790 -0.0115
H -0.03072 2.13390 4.35630 0.0888
H -0.31378 2.87941 2.78727 0.0746
H 0.81301 1.52502 2.90951 0.0581
H -2.55319 1.25035 4.83207 0.1172
H -4.66961 -0.39868 4.69598 0.0865
H -4.33574 -1.86860 3.76715 0.0756
H -5.21464 -0.53732 3.02258 0.0811
H -4.08880 -1.87984 1.35118 0.1066
H -0.89641 1.72331 -2.44928 0.0531
H -2.41188 2.55422 -2.83730 0.0890
H -1.88639 1.20221 -3.82326 0.0783
H -4.76117 0.86588 -2.64117 0.1159
H -6.40940 -0.62702 -1.20080 0.0849
H -5.91384 -0.63331 0.49863 0.0779
H -5.64371 -2.06111 -0.50441 0.0864
H 0.86172 -3.32064 -1.64115 0.0488
H 0.39599 -5.03329 -1.61884 0.0884
H 1.50952 -4.41326 -0.40157 0.0752
H -1.43944 -5.83311 0.31724 0.1150
H -3.60405 -5.53318 1.87067 0.0851
H -4.55110 -4.17510 1.25037 0.0821
H -3.66374 -4.01216 2.76536 0.0769
O 0.73094 7.67268 -0.23168 0.0858
N 1.80383 7.14968 -0.00664 -0.3296
O 2.85309 7.75735 0.06502 0.0885
C 1.85920 5.68572 0.19941 -0.0561
C 3.05807 5.20817 0.60379 0.0681
C 3.25244 3.83324 0.88812 -0.1285
C 4.46931 3.34302 1.39939 0.0130
C 4.59307 2.00839 1.67730 -0.0206
C 3.49947 1.17450 1.40605 -0.1083
N 2.35014 1.61210 0.93694 0.0534
C 2.19315 2.92723 0.69800 -0.1766
C 0.89429 3.42513 0.27984 -0.1505
N -0.13207 2.54457 0.21611 0.0762
C -1.34690 3.00555 0.01765 -0.1391
C -1.62069 4.34522 -0.25996 -0.0124
C -0.58876 5.24394 -0.28652 0.0232
C 0.71510 4.81602 0.04431 -0.0487
H 3.87563 5.90179 0.73749 0.1340
H 5.28701 4.02987 1.57926 0.1279
H 5.50491 1.60609 2.09497 0.1144
H 3.55895 0.10590 1.58169 0.0993
H -2.14660 2.28004 0.08039 0.1066
H -2.63723 4.65778 -0.45381 0.1191
H -0.78235 6.27660 -0.51084 0.1048
C 0.06769 -1.70786 4.08773 -0.0640
C 1.29711 -2.25613 3.45431 -0.6180
N 1.74278 -2.00145 2.26170 0.0638
C 2.91342 -2.69722 2.00376 -0.3350
C 3.33596 -3.47922 3.04225 -0.3590
S 2.26858 -3.37102 4.36311 1.0914
C 3.66742 -2.65874 0.74291 -0.3513
C 4.90173 -3.23694 0.63484 -0.3606
S 5.47204 -3.16226 -0.96721 1.0807
C 4.00363 -2.34372 -1.42178 -0.6272
N 3.19134 -2.13044 -0.43522 0.0802
C 3.78385 -2.06056 -2.86919 -0.0761
H -0.75944 -1.76481 3.38228 0.0665
H 0.20954 -0.66661 4.37341 0.0789
H -0.18701 -2.27646 4.98048 0.0803
H 4.19288 -4.12820 3.09972 0.0714
H 5.49167 -3.71735 1.39652 0.0712
H 4.39245 -2.73025 -3.47427 0.0735
H 4.04865 -1.03338 -3.12298 0.0752
H 2.73628 -2.21094 -3.11598 0.0690
C -0.74218 -0.98473 -5.79685 -0.0038
N 0.14886 -0.25055 -4.90926 -0.0458
C 0.90057 0.77631 -5.34253 -0.0436
C 1.72499 1.45292 -4.50570 -0.0007
C 1.75205 1.02427 -3.14840 -0.4070
N 0.95974 0.06743 -2.70097 0.0932
C 0.14866 -0.62907 -3.54158 -0.5556
O -0.54737 -1.56102 -3.18837 0.0476
N 2.60344 1.58386 -2.27243 0.1939
H -0.49736 -0.75527 -6.83062 0.0941
H -1.78103 -0.72169 -5.59205 0.0984
H -0.63453 -2.05103 -5.61473 0.0978
H 0.82614 1.02424 -6.39303 0.1376
H 2.34346 2.26365 -4.85864 0.1099
H 3.27263 2.27016 -2.56824 0.1171
H 2.65228 1.17976 -1.35006 0.0685
```

Computed properties:
Strongest force on any atom, eV/Å: 0.73
Net charge: +1
Energy relative to the best compared isomer or geometry (same formula, charge and spin), eV: 0.120
Frontier orbital gap, eV: 7.17
HOMO, hartree: -0.38173



Density functional theory data (ωB97M-V/def2-TZVPD) for a molecular structure, C40H93ClFI2N11O12Si2 at a distorted geometry.

```
162
Properties=species:S:1:pos:R:3:lowdin_charge:R:1
C 7.78703 3.98848 -2.26679 -0.1451
C 6.26466 4.58156 -2.13135 -0.3006
C 5.62481 5.12060 -3.57000 -0.6436
Cl 4.55936 6.60754 -3.09294 0.4577
Si 4.53535 3.73918 -4.44430 0.5137
F 3.72078 4.55103 -5.78580 -0.2291
C 5.82208 2.38363 -5.01442 -0.1600
C 5.48565 0.87921 -4.45612 -0.3716
O 5.58711 -0.08833 -5.59903 -0.1925
C 6.58270 0.32009 -3.33416 -0.2058
N 5.90241 0.49082 -1.96766 -0.0254
O 3.47323 3.11214 -3.19369 -0.3405
Si 1.80562 2.98174 -3.72815 0.3981
C 0.85425 4.49096 -2.90560 -0.2818
C 1.06370 1.39734 -2.93339 -0.8156
I -0.83493 1.70763 -1.87109 0.8036
C 0.84366 0.13208 -3.94833 -0.8309
C 1.31101 -1.22587 -3.09025 -0.2205
I 2.06418 0.15243 -5.76127 0.8808
H 7.71899 2.85009 -2.53955 0.0385
H 8.42096 4.04937 -1.25761 0.0727
H 8.44950 4.53439 -3.07853 0.0816
H 6.29682 5.43813 -1.31535 0.0970
H 5.58431 3.72505 -1.67340 0.1074
H 6.54567 5.43776 -4.22558 0.0896
H 5.76656 2.39732 -6.20394 0.1053
H 6.92952 2.63362 -4.67399 0.0879
H 4.42859 0.79175 -3.91171 0.0965
H 6.54920 -0.42029 -5.66763 0.1096
H 6.63245 -0.85808 -3.50454 0.1351
H 7.62782 0.84165 -3.40419 0.1068
H 6.30919 1.30900 -1.45977 0.0580
H 6.02279 -0.40403 -1.44199 0.0716
H 1.59674 3.12405 -5.16090 -0.0424
H 1.29402 5.44952 -3.44744 0.0416
H -0.29555 4.47414 -3.13589 0.0184
H 1.11726 4.60996 -1.76466 0.0518
H 1.84504 1.03487 -2.10698 0.0841
H -0.31496 -0.01839 -4.19309 0.0728
H 2.49311 -1.12436 -2.95941 0.0788
H 1.09041 -2.22431 -3.65915 0.0714
H 0.87834 -1.19631 -1.98589 0.0890
C 1.96943 -5.17277 -3.46952 -0.0179
C 2.22841 -4.49843 -2.15105 -0.5493
O 2.84330 -3.43874 -2.06565 -0.0069
N 1.75252 -5.10679 -1.02451 0.0057
C 1.01497 -6.34317 -0.93086 -0.0792
H 2.40334 -4.57957 -4.27955 0.0851
H 2.43353 -6.16269 -3.47995 0.0847
H 0.89275 -5.25578 -3.64107 0.0854
H 1.96108 -4.60089 -0.17145 0.1421
H 0.05199 -6.12999 -0.45962 0.0416
H 1.58308 -7.03119 -0.29940 0.0865
H 0.84643 -6.80268 -1.90513 0.0781
C -3.33633 -5.58310 2.19036 -0.0028
C -2.30397 -5.40691 1.11177 -0.5299
O -1.57651 -6.32532 0.74348 -0.0083
N -2.19194 -4.17236 0.53819 0.0167
C -2.95357 -2.98454 0.83885 -0.0766
H -3.31559 -6.61335 2.55705 0.0828
H -3.11916 -4.91440 3.02767 0.0740
H -4.33310 -5.37939 1.78971 0.0890
H -1.47872 -4.12206 -0.18009 0.1358
H -3.46273 -2.66658 -0.07466 0.0677
H -2.25636 -2.20445 1.15545 0.0905
H -3.69121 -3.15022 1.62447 0.0758
C -0.33966 3.44921 -9.23300 -0.0147
C 0.57456 3.55792 -8.04449 -0.5461
O 0.15079 3.72272 -6.90362 -0.0011
N 1.91876 3.46701 -8.26930 0.0090
C 2.59417 3.27539 -9.52965 -0.0801
H -1.38025 3.53879 -8.90824 0.0849
H -0.12862 4.25507 -9.94115 0.0840
H -0.21109 2.47618 -9.71492 0.0843
H 2.47717 3.54817 -7.42745 0.1001
H 3.18236 2.35637 -9.46414 0.0825
H 3.26441 4.12409 -9.68890 0.0843
H 1.90018 3.20108 -10.36728 0.0736
C -4.47956 0.17448 -0.22557 -0.0238
C -5.47789 -0.90870 -0.52593 -0.5186
O -5.40870 -2.02428 -0.01699 -0.0134
N -6.48687 -0.61549 -1.39866 0.0122
C -6.72692 0.62897 -2.08793 -0.0837
H -3.73352 -0.19665 0.48296 0.0540
H -3.96544 0.47308 -1.14314 0.0566
H -4.98498 1.03360 0.22389 0.0927
H -7.12361 -1.38794 -1.55681 0.0992
H -7.71934 0.98895 -1.80443 0.0837
H -6.70628 0.43191 -3.16293 0.0770
H -5.98410 1.38947 -1.84581 0.0747
C -2.27283 -5.74428 7.02356 -0.0140
C -1.94528 -4.53563 6.19166 -0.5460
O -2.81446 -3.79459 5.74032 0.0154
N -0.62740 -4.27564 5.94412 0.0016
C 0.52131 -5.02757 6.38738 -0.0839
H -3.35696 -5.82962 7.14059 0.0862
H -1.90697 -6.64811 6.52893 0.0859
H -1.82519 -5.64643 8.01634 0.0852
H -0.47648 -3.44825 5.37864 0.1448
H 1.15405 -4.36331 6.98171 0.0834
H 1.07286 -5.35863 5.50360 0.0849
H 0.24528 -5.89539 6.98693 0.0747
C -4.40852 -0.47357 5.02649 -0.0061
C -4.80756 -0.69695 3.59435 -0.5222
O -4.16711 -0.23296 2.65475 0.0079
N -5.92536 -1.44548 3.35794 0.0210
C -6.79594 -2.06606 4.32664 -0.0928
H -3.50263 0.13804 5.06664 0.0839
H -5.20503 0.05426 5.55789 0.0858
H -4.19950 -1.43201 5.50947 0.0695
H -6.13791 -1.55722 2.37333 0.1229
H -6.80381 -3.14248 4.13665 0.0844
H -7.80308 -1.66559 4.18470 0.0774
H -6.47563 -1.88273 5.35258 0.0686
C -9.35527 -4.07326 -3.23595 -0.0088
C -9.11574 -2.59981 -3.41414 -0.5266
O -8.98307 -1.83665 -2.46109 0.0138
N -9.04776 -2.11928 -4.69091 0.0039
C -9.17889 -2.85864 -5.92280 -0.0812
H -9.38621 -4.31639 -2.17000 0.0891
H -10.31404 -4.35207 -3.68141 0.0865
H -8.54252 -4.64178 -3.69614 0.0888
H -8.88478 -1.12021 -4.74012 0.1425
H -8.25845 -2.72782 -6.49772 0.0860
H -10.01883 -2.43984 -6.48314 0.0849
H -9.35142 -3.92194 -5.75430 0.0760
C 6.85135 4.15118 3.18214 -0.0059
C 7.48596 4.57890 1.88811 -0.5219
O 7.30361 3.97234 0.83590 0.0081
N 8.28879 5.68370 1.91145 0.0132
C 8.61636 6.51574 3.04362 -0.0913
H 6.23984 3.25951 3.01688 0.0875
H 7.62544 3.90774 3.91491 0.0594
H 6.20516 4.94728 3.56190 0.0883
H 8.68409 5.91697 1.00787 0.1410
H 8.29028 7.53530 2.82219 0.0835
H 9.70170 6.50236 3.17292 0.0750
H 8.13889 6.17547 3.96286 0.0658
C 8.95135 4.54248 7.61692 -0.0084
C 9.58596 4.97020 6.32290 -0.5337
O 9.40361 4.36364 5.27068 0.0113
N 10.38879 6.07500 6.34623 0.0040
C 10.71636 6.90705 7.47840 -0.0803
H 8.33984 3.65082 7.45166 0.0890
H 9.72544 4.29905 8.34969 0.0873
H 8.30516 5.33858 7.99669 0.0874
H 10.78409 6.30828 5.44266 0.1348
H 10.39028 7.92660 7.25697 0.0854
H 11.80170 6.89366 7.60770 0.0855
H 10.23889 6.56678 8.39764 0.0762
C -10.03526 -3.87564 5.70661 -0.0081
C -9.73522 -2.55890 6.36716 -0.5308
O -8.59458 -2.11121 6.44998 0.0103
N -10.78593 -1.85638 6.88499 -0.0006
C -12.18180 -2.22097 6.88135 -0.0848
H -9.10784 -4.32523 5.34044 0.0837
H -10.48919 -4.56029 6.42815 0.0863
H -10.70402 -3.72223 4.85528 0.0881
H -10.51499 -0.97963 7.31513 0.1435
H -12.73622 -1.43927 6.35562 0.0839
H -12.52277 -2.27198 7.91866 0.0836
H -12.36071 -3.18014 6.39477 0.0749
```

Computed properties:
Strongest force on any atom, eV/Å: 3.86
Frontier orbital gap, eV: 8.90
HOMO, hartree: -0.30735